No. 1
Formula: C4H4Cl3O3
Source: the OMol25 dataset
Level of theory: ωB97M-V/def2-TZVPD

Results
highest occupied orbital energy (alpha / beta)	-0.933 / -4.580	eV

```
! RIJCOSX wB97M-V def2-TZVPD def2/J DEFGRID3
* xyz -1 3
C 0.841 -1.780 -0.502
C 0.184 0.492 0.606
C -0.091 -0.596 -0.382
C -1.753 -1.600 0.795
O 0.870 -2.353 -1.698
O 1.708 -2.163 0.260
O -0.785 -0.287 -1.344
Cl -1.515 -1.985 2.553
Cl -3.142 -0.449 0.573
Cl -2.045 -3.119 -0.028
H 0.877 1.191 0.155
H -0.811 0.775 0.878
H 0.544 0.129 1.485
H 0.096 -1.974 -2.229
*
```

No. 2
Formula: C20H43N2P3SeTi
Source: the OMol25 dataset
Level of theory: ωB97M-V/def2-TZVPD

Results
highest occupied orbital energy (alpha / beta)	-16.020 / -16.029	eV

```
! RIJCOSX wB97M-V def2-TZVPD def2/J DEFGRID3
* xyz 3 2
Ti 0.060 -0.582 -0.239
P 2.105 -1.362 -1.326
P 0.928 1.852 1.402
P 0.105 1.521 -1.722
H -2.707 -3.006 -0.672
C -1.939 -2.826 -1.432
C -0.692 -2.240 -1.178
H -0.450 -2.151 -0.028
C 2.373 -3.066 -0.710
C 3.772 -0.611 -1.232
C 1.817 -1.636 -3.175
C -0.504 2.714 2.186
C 1.856 1.589 2.993
C 1.907 3.373 0.896
C -0.705 1.020 -3.294
C 1.584 2.443 -2.374
C -0.982 2.953 -1.312
H -2.166 -3.281 -2.375
H 0.037 -2.758 -1.832
H 1.414 -3.515 -0.408
H 3.027 -3.024 0.173
H 2.816 -3.671 -1.518
H 4.006 -0.457 -0.170
H 3.786 0.357 -1.753
H 4.500 -1.312 -1.687
H 0.740 -1.810 -3.359
H 2.420 -2.531 -3.480
H 2.130 -0.713 -3.728
H -0.182 3.499 2.880
H -1.081 1.970 2.745
H -1.152 3.158 1.426
H 2.105 2.572 3.437
H 2.790 1.033 2.813
H 1.224 1.035 3.705
H 2.215 3.964 1.780
H 1.334 4.042 0.246
H 2.824 3.070 0.378
H -0.713 1.869 -3.992
H -1.740 0.723 -3.080
H -0.175 0.173 -3.763
H 1.304 3.025 -3.271
H 2.386 1.751 -2.663
H 1.978 3.148 -1.633
H -1.235 3.522 -2.220
H -0.505 3.647 -0.608
H -1.911 2.571 -0.879
C -3.992 -0.286 -0.129
C -4.069 -0.517 -1.521
C -4.897 0.296 -2.292
C -5.551 1.389 -1.734
C -5.222 1.791 -0.412
C -4.349 1.018 0.350
Se -3.499 -1.346 1.460
H -4.413 -2.422 1.165
H -3.501 -1.316 -1.951
H -5.003 0.100 -3.379
H -6.296 1.954 -2.308
H -5.654 2.725 -0.004
H -4.034 1.364 1.309
C 0.716 -2.918 4.486
N 1.764 -2.311 3.663
C 3.154 -2.306 4.188
C 1.462 -1.703 2.560
N 0.808 -1.375 1.603
H 0.350 -2.205 5.254
H 1.109 -3.826 4.971
H -0.113 -3.183 3.810
H 3.875 -2.353 3.364
H 3.371 -1.422 4.790
H 3.282 -3.189 4.810
*
```

No. 3
Formula: C11H17Cl2NO2OsS
Source: the OMol25 dataset
Level of theory: ωB97M-V/def2-TZVPD

Results
highest occupied orbital energy (alpha / beta)	1.985 / -0.714	eV
energy relative to the best compared isomer or geometry (same formula, charge and spin)	0.0	kJ/mol

```
! RIJCOSX wB97M-V def2-TZVPD def2/J DEFGRID3
* xyz -2 5
C -1.161 0.298 0.004
C -0.652 0.092 1.366
C 0.112 -1.093 1.384
C -1.052 0.870 2.558
C 0.060 -1.696 0.097
C -0.727 -0.893 -0.753
C -1.256 -1.297 -2.067
C -2.445 0.999 -0.279
C 0.786 -1.661 2.576
C 0.663 -3.000 -0.265
Os 0.724 1.303 -0.580
Cl 1.934 1.687 1.196
Cl -0.311 3.324 -0.119
O 2.012 -0.064 -1.108
H -1.864 1.563 2.318
H -0.213 1.458 2.953
H -1.394 0.197 3.359
H 1.293 -0.874 3.149
H 1.531 -2.410 2.282
H 0.066 -2.152 3.247
H 1.676 -3.094 0.151
H 0.723 -3.103 -1.352
H 0.064 -3.836 0.122
H -0.571 -1.999 -2.559
H -1.357 -0.412 -2.705
H -2.233 -1.798 -1.967
H -2.553 1.879 0.355
H -3.285 0.317 -0.088
H -2.469 1.313 -1.324
H 2.897 0.347 -1.087
O -0.205 1.401 -2.521
H 0.495 1.804 -3.066
S 3.857 4.537 -2.141
C 2.817 3.435 -1.698
N 2.039 2.557 -1.439
*
```